{"formula": "C30H24BrN8O4S2Tl", "method": "ωB97M-V with the def2-TZVPD basis set", "e_lumo_ev": 4.02, "max_force_ha_per_bohr": 0.032, "de_lowest_ev": 1.023, "total_charge": -2, "species": ["Tl", "N", "C", "S", "N", "N", "C", "C", "C", "C", "C", "C", "C", "C", "C", "C", "C", "C", "N", "H", "H", "H", "H", "H", "H", "H", "H", "H", "H", "H", "N", "C", "C", "C", "C", "C", "C", "S", "O", "O", "N", "C", "N", "C", "C", "C", "N", "H", "H", "H", "H", "H", "H", "H", "H", "H", "Br", "C", "C", "C", "C", "C", "C", "C", "O", "O", "H", "H", "H", "H"], "xyz": [[-0.525041, -1.372569, 0.146779], [-2.996641, -1.170169, 4.099179], [-2.873541, -1.023469, 2.731479], [-3.167641, -2.387069, 1.777979], [-2.704841, 0.220231, 2.332279], [-2.326041, 0.441331, 1.087279], [-2.466641, 1.623231, 0.557679], [-3.076741, 2.748831, 1.300779], [-4.234341, 3.397531, 0.879779], [-4.792641, 4.400831, 1.650979], [-4.213441, 4.764631, 2.855079], [-3.049141, 4.137831, 3.270879], [-2.486141, 3.139031, 2.500379], [-1.984941, 1.803931, -0.789821], [-2.109341, 3.039531, -1.455721], [-1.705841, 3.140231, -2.769321], [-1.164441, 2.022031, -3.389321], [-1.003041, 0.867431, -2.638021], [-1.400941, 0.752231, -1.388021], [-2.839241, -2.115969, 4.409179], [-2.512641, -0.457269, 4.627779], [-4.697841, 3.104031, -0.052021], [-5.691641, 4.898131, 1.313079], [-4.667341, 5.540331, 3.460979], [-2.578441, 4.434131, 4.199779], [-1.573241, 2.650531, 2.804879], [-2.509341, 3.893331, -0.927221], [-1.797341, 4.075131, -3.310021], [-0.842341, 2.048331, -4.417921], [-0.520241, -0.004669, -3.049621], [4.753259, -5.728169, 1.029079], [4.163959, -4.745469, 0.226779], [3.871459, -5.010769, -1.109621], [3.375059, -4.011169, -1.925221], [3.162659, -2.745469, -1.415021], [3.422759, -2.476669, -0.083421], [3.929259, -3.468569, 0.734379], [2.514759, -1.457269, -2.490121], [2.932059, -0.181369, -1.955521], [2.983159, -1.720569, -3.839621], [0.921859, -1.585069, -2.252221], [0.148959, -2.454269, -2.860221], [-1.115241, -2.549569, -2.355021], [-1.952941, -3.374169, -2.928721], [-1.618541, -4.131869, -4.047021], [-0.313641, -3.970369, -4.495421], [0.561459, -3.180869, -3.924121], [4.517559, -6.673869, 0.765179], [4.647959, -5.556269, 2.018179], [4.029659, -6.009769, -1.494721], [3.144859, -4.198969, -2.961721], [3.221159, -1.494069, 0.310179], [4.127859, -3.251169, 1.774379], [-2.938741, -3.431169, -2.475521], [-2.317141, -4.806869, -4.518121], [0.049659, -4.505169, -5.370521], [3.563659, 5.247931, 3.130179], [2.612159, 3.867431, 2.188679], [1.835059, 4.232231, 1.106279], [1.167059, 3.235531, 0.412279], [1.271659, 1.914131, 0.809779], [2.045859, 1.574531, 1.910679], [2.727859, 2.563231, 2.608079], [2.186459, 0.106131, 2.404979], [3.164059, -0.123669, 3.125179], [1.287959, -0.678569, 2.047979], [1.760859, 5.268531, 0.807779], [0.561859, 3.497531, -0.444321], [0.764959, 1.127931, 0.263779], [3.338459, 2.274431, 3.453279]], "forces_ev_per_a": [[0.113, -0.426, 0.461], [0.244, 0.210, 0.186], [-0.533, -0.415, -0.326], [0.040, -0.394, -0.290], [0.187, 1.224, 0.807], [-0.285, -0.173, -0.619], [-0.231, -0.597, 1.122], [-0.014, 0.074, 0.233], [0.179, -0.218, 0.022], [-0.182, 0.130, 0.028], [-0.073, 0.134, 0.013], [0.036, 0.093, 0.130], [0.060, 0.079, -0.091], [0.290, 0.281, -0.900], [-0.029, -0.192, 0.303], [0.132, -0.236, -0.187], [-0.004, 0.192, -0.007], [0.019, 0.107, -0.407], [-0.246, 0.228, 0.291], [-0.047, 0.053, -0.063], [-0.004, 0.000, -0.027], [-0.057, -0.038, -0.063], [-0.093, 0.031, -0.017], [0.028, 0.009, 0.001], [0.022, -0.018, 0.026], [0.045, -0.071, 0.091], [-0.001, -0.012, -0.044], [-0.029, 0.022, 0.040], [0.079, -0.005, -0.107], [0.070, -0.023, -0.097], [0.147, -0.184, 0.148], [-0.012, 0.280, -0.159], [-0.021, -0.052, 0.180], [-0.032, -0.094, -0.150], [-0.126, 0.467, -0.461], [-0.016, 0.121, 0.048], [-0.025, -0.128, -0.055], [0.149, 0.108, -0.360], [-0.279, -0.248, 0.360], [-0.200, -0.221, 0.447], [1.319, 0.918, 0.343], [-0.523, -0.769, -0.614], [0.135, 0.327, 0.092], [-0.120, -0.251, -0.301], [-0.075, -0.037, 0.023], [-0.296, -0.199, -0.053], [0.292, -0.122, -0.095], [-0.037, 0.097, 0.137], [-0.065, -0.128, -0.069], [0.053, -0.075, -0.104], [-0.009, -0.035, -0.170], [-0.012, 0.142, 0.133], [0.003, 0.067, 0.110], [-0.065, -0.035, -0.022], [-0.030, -0.005, -0.039], [-0.057, -0.122, -0.019], [-0.042, -0.040, -0.003], [0.035, 0.278, 0.085], [0.004, 0.141, -0.063], [-0.052, 0.050, -0.080], [0.018, -0.180, 0.125], [0.044, -0.484, 0.154], [0.081, -0.049, 0.055], [-0.132, 0.565, -0.046], [0.556, -0.062, 0.336], [-0.309, -0.173, -0.275], [-0.001, 0.024, -0.012], [-0.043, 0.009, -0.090], [0.019, 0.065, 0.011], [0.010, -0.016, -0.057]]}



{"formula": "C30H24Cl3F3GeIrN8O2S2", "method": "ωB97M-V with the def2-TZVPD basis set", "e_lumo_ev": -3.99, "max_force_ha_per_bohr": 0.056, "de_lowest_ev": 4.436, "total_charge": 1, "species": ["Ir", "C", "O", "C", "C", "C", "C", "C", "C", "C", "N", "C", "C", "N", "C", "C", "C", "C", "N", "C", "C", "N", "C", "C", "C", "C", "H", "H", "H", "H", "H", "H", "H", "H", "H", "H", "H", "H", "H", "H", "F", "C", "F", "F", "C", "C", "C", "C", "N", "C", "S", "H", "H", "H", "O", "Cl", "Ge", "Cl", "Cl", "C", "C", "C", "N", "N", "C", "N", "S", "H", "H", "H", "H", "H", "H", "H"], "xyz": [[-1.379562, 2.974742, -0.288898], [6.861527, -9.113305, -1.653827], [5.988622, -8.472126, -2.570926], [5.371357, -7.339939, -2.173861], [4.517527, -6.750528, -3.110324], [3.842984, -5.593661, -2.800599], [3.999069, -4.989709, -1.548526], [4.848903, -5.583688, -0.625581], [5.536993, -6.751265, -0.923905], [3.263308, -3.758543, -1.259772], [2.435136, -3.162265, -2.086683], [1.980167, -2.063243, -1.405103], [2.537111, -1.988080, -0.160486], [3.363924, -3.080989, -0.069902], [2.246321, -0.916106, 0.722530], [2.851556, -0.762074, 1.977583], [2.569951, 0.336324, 2.742441], [1.646968, 1.252960, 2.233454], [1.024094, 1.091168, 1.084683], [1.311110, 0.058441, 0.290998], [0.680847, -0.005490, -1.025144], [-0.211040, 0.951248, -1.457835], [-0.565078, 0.865232, -2.736190], [-0.200662, -0.137995, -3.631132], [0.604034, -1.143867, -3.190095], [1.069910, -1.066315, -1.875028], [7.238649, -9.992132, -2.166951], [6.328276, -9.418779, -0.750730], [7.696219, -8.462380, -1.383953], [4.406279, -7.227173, -4.074717], [3.181836, -5.133061, -3.521434], [4.998261, -5.150665, 0.356692], [6.190772, -7.187233, -0.183803], [3.942692, -3.343501, 0.707108], [3.561070, -1.503582, 2.323999], [3.038106, 0.502381, 3.701987], [1.377794, 2.178751, 2.721232], [-1.170736, 1.661571, -3.126179], [-0.569174, -0.086563, -4.645844], [0.926606, -1.967411, -3.812674], [-2.502838, 3.871909, 4.673297], [-1.890577, 5.014305, 4.311332], [-0.576584, 4.845058, 4.520926], [-2.314843, 5.977294, 5.136129], [-2.185805, 5.353680, 2.873645], [-2.805358, 6.525390, 2.522838], [-3.055545, 6.779237, 1.177409], [-2.720796, 5.840577, 0.228534], [-2.110329, 4.696887, 0.566738], [-1.811940, 4.458788, 1.865280], [-0.933237, 3.010021, 1.997830], [-3.085102, 7.240199, 3.284608], [-3.531764, 7.694061, 0.858591], [-2.918406, 6.100883, -0.796593], [-1.859381, 3.152992, -2.312611], [-4.021976, 3.730305, -4.517784], [-3.088987, 4.298248, -2.601863], [-2.102933, 6.111140, -3.128028], [-4.880349, 4.362456, -1.441459], [-5.015757, 1.080732, 3.864035], [-5.642641, 1.885903, 2.724238], [-4.829131, 1.782036, 1.473944], [-3.744615, 2.431778, 1.287050], [-3.140964, 2.126457, 0.091245], [-3.825374, 1.274278, -0.655381], [-3.505657, 0.873322, -1.888961], [-5.238660, 0.721602, 0.154849], [-5.615958, 1.180166, 4.766832], [-4.010279, 1.444165, 4.073447], [-4.955113, 0.021519, 3.611800], [-5.694751, 2.942837, 2.988314], [-6.660837, 1.550269, 2.523058], [-2.841812, 1.457140, -2.386795], [-4.223443, 0.443200, -2.449091]], "forces_ev_per_a": [[-0.111, -0.914, -0.491], [-0.010, 0.020, 0.001], [-0.008, -0.001, -0.004], [0.013, -0.003, 0.013], [0.007, -0.008, 0.002], [-0.002, 0.008, 0.003], [-0.002, -0.002, 0.010], [0.000, 0.004, 0.005], [-0.005, -0.005, -0.018], [0.017, -0.003, -0.012], [-0.007, 0.003, 0.014], [0.012, -0.016, 0.004], [-0.020, -0.014, -0.002], [-0.006, 0.008, -0.009], [-0.035, -0.028, -0.049], [0.066, -0.045, 0.007], [-0.062, 0.126, 0.021], [-0.229, 0.052, -0.341], [-0.025, 0.473, -0.198], [0.046, -0.129, 0.412], [-0.070, -0.147, -0.037], [0.158, 0.148, 0.192], [0.015, 0.062, -0.090], [0.001, -0.022, 0.011], [-0.003, 0.049, -0.002], [-0.047, -0.014, 0.011], [0.008, -0.004, 0.010], [-0.002, -0.011, -0.005], [0.005, -0.004, -0.008], [-0.008, 0.009, -0.004], [0.003, -0.008, -0.007], [0.000, -0.002, 0.001], [-0.003, 0.006, 0.006], [-0.004, 0.003, 0.004], [-0.004, 0.003, 0.009], [0.021, -0.008, -0.007], [0.226, -0.087, 0.485], [0.054, 0.049, 0.053], [0.014, -0.006, -0.004], [-0.017, -0.008, 0.001], [0.010, 0.039, 0.008], [-0.001, -0.055, -0.047], [-0.034, 0.008, 0.007], [0.003, 0.003, 0.001], [0.115, -0.193, 0.039], [-0.086, 0.117, -0.104], [-0.134, -0.022, -0.015], [0.111, 0.589, 0.220], [0.249, -0.441, 0.381], [-0.163, 0.551, 0.394], [0.532, -0.491, -0.244], [-0.009, 0.007, -0.015], [0.015, 0.008, 0.000], [0.183, -0.276, 0.016], [-0.306, 0.359, 0.913], [0.401, 0.009, 0.612], [-0.752, -0.140, -2.794], [-0.166, 0.305, 0.293], [0.067, 0.126, 0.312], [-0.005, 0.003, -0.001], [0.000, -0.015, -0.031], [0.002, 0.061, 0.003], [-0.013, 0.039, -0.017], [0.074, -0.093, 0.036], [-0.072, -0.002, -0.015], [-0.015, 0.031, -0.055], [-0.022, 0.006, -0.007], [0.002, -0.001, 0.002], [0.001, -0.005, 0.003], [0.000, -0.001, 0.000], [0.003, -0.004, 0.011], [-0.001, 0.002, 0.010], [0.005, 0.020, 0.050], [0.019, -0.081, 0.044]]}



{"formula": "C30H24ClCoN5O7Se", "method": "ωB97M-V with the def2-TZVPD basis set", "e_lumo_ev": [4.07, 4.06], "max_force_ha_per_bohr": 0.011, "de_lowest_ev": 0.778, "total_charge": -2, "s2": 0.756, "spin_multiplicity": 2, "species": ["Co", "O", "C", "C", "C", "C", "C", "C", "C", "O", "N", "N", "C", "C", "C", "C", "C", "C", "C", "O", "H", "H", "H", "H", "H", "H", "H", "H", "H", "H", "O", "Cl", "O", "O", "O", "C", "N", "C", "Se", "N", "C", "C", "C", "C", "C", "C", "H", "H", "H", "H", "H", "H", "H", "H", "C", "C", "C", "C", "C", "C", "C", "C", "N", "H", "H", "H", "H", "H", "H"], "xyz": [[-0.382771, -0.652360, -0.196871], [-1.566145, -3.551934, -3.251476], [-0.397641, -3.543809, -3.913420], [-0.286966, -4.343960, -5.052189], [0.883808, -4.360515, -5.786475], [1.967272, -3.575480, -5.404012], [1.865896, -2.791513, -4.268837], [0.702637, -2.772098, -3.502008], [0.629537, -1.950674, -2.271441], [-0.536452, -1.792546, -1.720142], [1.727553, -1.440644, -1.793673], [1.420921, -0.704856, -0.656196], [2.367545, -0.018303, -0.129927], [2.215562, 0.785937, 1.056510], [3.308636, 1.538342, 1.503284], [3.227504, 2.344783, 2.617176], [2.010145, 2.425987, 3.300710], [0.916370, 1.697614, 2.890363], [0.985822, 0.835030, 1.774105], [-0.047859, 0.114710, 1.458531], [-1.486865, -2.875075, -2.532156], [-1.142563, -4.937921, -5.347224], [0.951421, -4.985680, -6.669648], [2.878135, -3.573399, -5.989253], [2.685320, -2.165655, -3.941838], [3.326046, -0.035154, -0.644302], [4.232939, 1.489194, 0.937307], [4.082225, 2.926747, 2.936730], [1.916247, 3.089003, 4.154249], [-0.035347, 1.785158, 3.396204], [-3.976634, 1.267128, -0.524754], [-2.837461, 1.019313, 0.309151], [-3.219523, 1.117283, 1.697140], [-2.410073, -0.391864, 0.058453], [-1.759007, 1.902278, 0.007050], [-3.989752, -1.557904, 2.212861], [-2.767788, -1.572683, 2.987378], [-1.666889, -2.306837, 2.700462], [-1.410031, -3.459618, 1.314388], [-0.759488, -2.046766, 3.678816], [-1.254329, -1.108094, 4.563894], [-0.723804, -0.526043, 5.700404], [-1.518927, 0.395314, 6.369325], [-2.795386, 0.719410, 5.908027], [-3.329870, 0.122593, 4.773717], [-2.541331, -0.806500, 4.119354], [-3.787036, -2.022538, 1.252515], [-4.291725, -0.526193, 2.049329], [-4.771786, -2.111163, 2.739246], [0.204393, -2.309363, 3.564948], [0.280397, -0.755086, 6.030531], [-1.129795, 0.887532, 7.251318], [-3.374533, 1.468658, 6.432094], [-4.301996, 0.401494, 4.392498], [-0.590268, 1.067370, -3.109915], [0.383117, 2.015926, -2.974233], [0.131032, 3.354963, -2.472660], [1.124278, 4.270812, -2.317606], [2.475396, 3.980896, -2.651073], [2.750398, 2.684824, -3.159499], [1.770668, 1.753476, -3.319131], [3.498810, 4.937522, -2.497590], [4.343856, 5.726522, -2.379769], [-0.347325, 0.101140, -3.531360], [-1.623082, 1.262112, -2.852689], [-0.887237, 3.607000, -2.202194], [0.891927, 5.259455, -1.934481], [3.774183, 2.445488, -3.431312], [2.017689, 0.771211, -3.708718]], "forces_ev_per_a": [[-0.372, -0.189, -0.011], [-0.028, -0.069, -0.065], [-0.010, 0.062, 0.029], [0.037, -0.031, -0.069], [-0.012, 0.008, 0.034], [0.036, 0.001, -0.015], [-0.033, -0.023, 0.025], [0.000, -0.039, -0.046], [0.029, 0.045, 0.178], [-0.115, -0.093, -0.213], [0.009, -0.034, -0.065], [0.146, -0.026, -0.096], [-0.014, -0.003, -0.147], [-0.111, 0.064, 0.097], [0.005, 0.011, -0.028], [0.069, 0.019, 0.012], [-0.040, -0.033, -0.045], [0.092, 0.009, 0.117], [0.051, -0.209, -0.195], [-0.121, 0.383, 0.386], [0.017, 0.017, 0.048], [-0.021, 0.009, 0.025], [-0.010, 0.007, -0.009], [-0.002, 0.003, 0.003], [0.019, -0.016, -0.002], [0.024, -0.020, 0.071], [-0.010, 0.003, -0.015], [-0.011, 0.016, -0.010], [-0.001, -0.010, 0.005], [-0.083, -0.061, 0.030], [-0.024, -0.033, 0.044], [0.011, 0.040, -0.197], [0.175, 0.404, -0.031], [0.400, 0.251, -0.045], [-0.129, -0.043, 0.005], [-0.332, -0.235, 0.064], [0.058, 0.061, -0.078], [-0.114, 0.004, 0.039], [0.145, -0.058, -0.081], [0.114, 0.089, 0.016], [0.004, 0.004, 0.011], [0.026, 0.065, -0.060], [0.019, 0.018, -0.016], [-0.003, -0.003, -0.002], [-0.003, 0.008, 0.015], [0.018, -0.002, -0.046], [-0.014, -0.009, 0.053], [-0.033, -0.251, 0.086], [0.027, -0.072, 0.032], [-0.035, -0.047, -0.008], [0.011, 0.007, 0.020], [-0.006, 0.008, 0.003], [-0.005, -0.008, 0.016], [-0.008, -0.023, -0.010], [0.117, 0.030, 0.051], [0.045, -0.056, 0.011], [0.030, -0.037, 0.023], [0.056, -0.005, -0.045], [0.029, 0.014, 0.011], [-0.029, 0.052, 0.012], [-0.007, 0.021, -0.005], [-0.025, 0.009, -0.014], [0.021, 0.012, 0.002], [-0.040, -0.006, -0.025], [-0.009, 0.036, 0.026], [-0.009, 0.013, 0.046], [-0.032, -0.013, 0.022], [-0.001, -0.039, 0.002], [0.011, -0.009, 0.023]]}